The following is a DFT calculation (ωB97M-V with the def2-TZVPD basis set) of C33H80F3MgO19S as an isolated structure.

## Properties
Maximum force (eV/Å): 5.695
Charge: +1
Electronic energy (hartree): -3632.16366

Structure (XYZ):
```
137
C33H80F3MgO19S | the Open Molecules 2025 dataset | ωB97M-V with the def2-TZVPD basis set
Mg 2.80640 1.03437 0.83838
C -1.12679 1.54116 -1.11052
F -2.23434 1.17090 -1.78662
F -0.58404 2.66151 -1.54047
F -1.45441 1.78385 0.16432
S 0.32935 0.21385 -1.21958
O -0.17169 -0.96473 -0.49596
O 0.65224 0.06411 -2.63758
O 1.45660 0.76661 -0.37674
C 1.85130 -2.35738 -2.95002
O 2.83151 -3.24983 -3.41998
C 3.77300 -3.77929 -2.48395
C 4.72340 -4.89201 -3.04128
O 5.07149 -5.82811 -2.04192
C 5.97285 -6.88498 -2.29562
H 1.33122 -1.77202 -3.70829
H 2.35287 -1.58736 -2.36384
H 1.11447 -2.76695 -2.25906
H 3.28125 -4.27030 -1.64419
H 4.45683 -3.07624 -2.00833
H 5.57648 -4.46626 -3.56959
H 4.16777 -5.42773 -3.81094
H 5.72536 -7.67884 -3.00034
H 6.11224 -7.39059 -1.34010
H 6.96655 -6.54154 -2.58322
C 4.48357 1.48762 3.55756
O 4.32184 1.04626 2.20348
C 5.43330 0.41540 1.55485
C 5.62327 0.81458 0.08140
O 4.36939 0.73140 -0.53396
C 4.50899 0.57428 -1.97106
H 4.46700 0.62518 4.22391
H 3.66281 2.17008 3.77825
H 5.44581 1.99765 3.60299
H 5.32106 -0.66687 1.61960
H 6.32510 0.65906 2.13228
H 6.31647 0.15357 -0.43881
H 6.03852 1.82034 0.01725
H 4.84553 1.49169 -2.45396
H 3.56223 0.28021 -2.42412
H 5.10600 -0.20865 -2.43873
C 2.21714 3.64109 -3.40548
O 2.45325 4.66751 -4.38684
C 3.81271 4.74700 -4.73111
C 4.20358 6.13020 -5.14710
O 4.04069 7.15417 -4.23796
C 3.65120 8.43373 -4.73845
H 2.44873 2.65168 -3.79986
H 1.16552 3.74954 -3.14006
H 2.72104 3.83123 -2.45784
H 3.95634 4.07696 -5.57876
H 4.40028 4.45806 -3.85969
H 3.54917 6.35787 -5.98854
H 5.21126 6.18568 -5.55894
H 2.82784 8.61582 -5.42912
H 4.48561 8.83896 -5.31085
H 3.38867 9.14017 -3.95097
C 0.83876 1.82687 3.24831
O 1.63808 0.91724 2.41950
C 1.25006 -0.40005 2.68427
C 2.33232 -1.38282 2.28398
O 3.00227 -0.96986 1.13487
C 3.68566 -2.08010 0.42938
H 0.79604 1.55384 4.30269
H -0.19003 1.81118 2.88855
H 1.13338 2.87255 3.15972
H 0.37857 -0.71992 2.11304
H 0.96470 -0.51266 3.73021
H 1.79344 -2.29730 2.03614
H 3.07326 -1.53055 3.06965
H 2.83633 -2.63590 0.03211
H 4.32439 -2.74726 1.00820
H 4.33218 -1.73507 -0.37751
C -6.98502 1.81341 2.90821
O -6.06749 2.12724 1.84764
C -4.84664 1.45489 1.77551
C -3.81447 1.58123 2.97959
O -4.25853 0.87663 4.09260
C -3.53156 1.29015 5.22850
H -6.65325 0.86031 3.32008
H -8.02063 1.92223 2.58609
H -6.76392 2.59557 3.63446
H -4.31682 1.65276 0.84372
H -5.19748 0.42359 1.73760
H -3.72241 2.65597 3.13632
H -2.81215 1.35174 2.61793
H -4.02256 1.05432 6.17265
H -3.37943 2.36693 5.15431
H -2.59941 0.72800 5.17209
C -3.31383 3.81434 -3.06762
O -4.55053 4.34169 -3.43334
C -5.46617 4.42907 -2.29223
C -5.11652 5.69930 -1.48575
O -4.97235 6.78681 -2.46902
C -4.58832 8.16153 -1.93461
H -3.44998 2.79167 -2.71589
H -2.71611 4.48062 -2.44561
H -2.59187 3.81637 -3.88424
H -5.40750 3.60454 -1.58174
H -6.51412 4.46971 -2.58931
H -4.23980 5.47639 -0.87765
H -5.91856 5.86887 -0.76736
H -3.60033 8.16754 -1.47423
H -5.36021 8.33616 -1.18509
H -4.58337 8.90801 -2.72887
C 0.26178 -8.71204 1.24298
O -0.20017 -7.42896 1.11019
C -0.77629 -6.94869 2.33813
C -1.34392 -5.49580 2.24001
O -0.31557 -4.52634 1.90271
C -0.29680 -4.19668 0.52490
H 0.91857 -8.86673 2.09901
H 0.88363 -9.01560 0.40081
H -0.52129 -9.44723 1.42843
H 0.00699 -6.96266 3.09601
H -1.58921 -7.58156 2.69411
H -1.99274 -5.16497 3.05099
H -2.14769 -5.42804 1.50690
H 0.43048 -3.42169 0.28294
H -1.25220 -3.68463 0.41031
H -0.34725 -5.05711 -0.14234
C -5.59482 -4.91261 3.29493
O -6.08562 -3.89434 2.44260
C -5.55848 -2.62534 2.83762
C -4.18848 -2.39609 2.14634
O -4.49582 -1.96514 0.93130
C -3.43573 -1.43933 0.12862
H -4.53337 -5.15394 3.23838
H -6.18427 -5.79291 3.03858
H -5.79912 -4.93218 4.36544
H -5.25155 -2.56438 3.88174
H -6.18377 -1.79097 2.51992
H -3.49569 -3.22519 2.00230
H -3.67502 -1.58478 2.66233
H -2.87949 -0.67674 0.67374
H -3.68279 -1.02995 -0.85090
H -2.82807 -2.32820 -0.04099
```


The following is a DFT calculation (ωB97M-V with the def2-TZVPD basis set) of a 9-piece molecular cluster, C33H83NO9 overall.

## Properties
Maximum force (eV/Å): 1.434
Electronic energy (hartree): -2039.00825
SMILES string: CC1(C)CCCC(C)(C)N1O.CC(C)O.CC(C)O.CC(C)O.CC(C)O.CC(C)O.CC(C)O.CC(C)O.CC(C)O

Structure (XYZ):
```
126
C33H83NO9 | the Open Molecules 2025 dataset | ωB97M-V with the def2-TZVPD basis set
C 3.08572 0.86659 -3.67862
C 2.08455 1.95264 -4.01960
C 1.52498 1.80829 -5.44455
O 0.95714 1.86903 -3.14254
H 2.60941 -0.11375 -3.73236
H 3.46166 1.01159 -2.66131
H 3.94960 0.83186 -4.34427
H 2.53565 2.94903 -3.96218
H 0.52119 2.22722 -5.48486
H 1.38784 0.74778 -5.67989
H 2.20886 2.23403 -6.17524
H 1.26658 1.73432 -2.23325
C -0.26589 0.77254 5.78408
C 0.91852 1.17950 4.92964
C 0.82879 2.64179 4.50292
O 2.11475 0.94863 5.68668
H -1.22259 0.79373 5.25909
H -0.32098 1.37267 6.69333
H -0.13176 -0.25645 6.13437
H 1.01817 0.54949 4.04868
H 0.44541 3.25756 5.32050
H 0.19666 2.80391 3.62701
H 1.81358 3.03524 4.25359
H 2.71303 0.47979 5.08411
C 0.93674 -0.78727 -1.10562
C 0.61225 0.14505 0.04163
C 1.14879 -0.34570 1.37826
O 1.09619 1.46563 -0.20835
H 0.87040 -1.84145 -0.83984
H 2.01105 -0.67623 -1.31192
H 0.38552 -0.61684 -2.02883
H -0.48316 0.21171 0.11468
H 2.21543 -0.12095 1.45409
H 1.03077 -1.42223 1.51105
H 0.60476 0.12869 2.18989
H 1.50981 1.79986 0.60894
C 4.59177 -2.79254 4.29355
C 3.40303 -2.04577 3.67500
C 2.12463 -2.29511 4.44753
O 3.64770 -0.62186 3.78644
H 4.63168 -3.80707 3.89519
H 4.49818 -2.79197 5.37978
H 5.54516 -2.31770 4.05369
H 3.34948 -2.33278 2.62130
H 2.23567 -1.90067 5.45627
H 2.02499 -3.37548 4.61575
H 1.23463 -1.98807 3.90556
H 4.43801 -0.40527 3.28136
C -1.56759 -2.77982 -4.06698
C -1.79740 -2.36438 -5.50510
C -2.62776 -3.37156 -6.26255
O -2.45991 -1.11259 -5.55278
H -1.20580 -3.80379 -3.94942
H -2.42396 -2.56338 -3.42510
H -0.77045 -2.17174 -3.61520
H -0.82494 -2.27806 -6.00686
H -2.09838 -4.31859 -6.42071
H -2.91075 -3.04053 -7.26306
H -3.54246 -3.69329 -5.75553
H -1.91138 -0.45981 -5.08182
C -2.53065 1.32092 -1.77848
C -2.60841 1.65474 -3.26068
C -2.52469 3.14794 -3.55156
O -1.54397 0.99559 -3.95099
H -2.34501 0.24688 -1.69494
H -3.41369 1.60686 -1.20678
H -1.67132 1.79269 -1.28315
H -3.54603 1.24062 -3.63804
H -1.55745 3.51200 -3.19330
H -3.28475 3.75468 -3.04798
H -2.64719 3.38318 -4.60872
H -0.72516 1.38908 -3.58253
C 1.28497 7.08372 -0.92017
C 0.67448 6.05698 0.01270
C 0.42910 4.72601 -0.66521
O 1.56051 5.81001 1.12710
H 1.38630 8.07119 -0.46898
H 0.68253 7.19026 -1.82823
H 2.25652 6.76381 -1.30715
H -0.27488 6.44037 0.40582
H 1.38198 4.29023 -0.97455
H -0.18240 4.86362 -1.55749
H -0.04675 4.00193 -0.00792
H 1.70414 6.64972 1.57555
C 4.41101 3.50244 0.11751
C 3.92178 3.09696 1.49840
C 4.53413 3.95767 2.59219
O 2.50993 3.11940 1.57823
H 4.28264 4.57742 -0.05800
H 3.83415 3.02549 -0.67896
H 5.46885 3.27357 -0.01702
H 4.24918 2.06235 1.64037
H 4.41802 3.51691 3.58402
H 4.07830 4.95025 2.62767
H 5.60595 4.11962 2.44899
H 2.18807 4.02283 1.39360
C -2.57996 -3.19340 3.29734
C -2.84654 -3.03351 1.78739
C -1.51777 -3.05441 1.05721
C -1.58831 -3.33452 -0.43369
C -2.30036 -4.67436 -0.65709
C -3.68807 -4.75595 0.02558
N -3.68978 -4.12220 1.33192
O -4.96558 -4.13762 1.93625
C -4.70810 -4.10910 -0.91765
C -4.03873 -6.23850 0.21076
C -3.54088 -1.66970 1.58221
H -1.98791 -2.33519 3.62652
H -2.04349 -4.11794 3.50418
H -3.52514 -3.11029 3.83493
H -1.04259 -2.07539 1.19042
H -0.83014 -3.73901 1.56742
H -0.58157 -3.38399 -0.84404
H -2.12489 -2.54018 -0.95524
H -1.70927 -5.56418 -0.43973
H -2.46138 -4.69275 -1.74002
H -5.71934 -4.15068 -0.50594
H -4.48317 -3.04899 -1.07824
H -4.74923 -4.53958 -1.91996
H -4.31634 -6.79276 -0.68579
H -3.21461 -6.77060 0.69321
H -4.89574 -6.31774 0.88419
H -4.54219 -1.68251 2.01470
H -3.61503 -1.43983 0.51649
H -3.02414 -0.83310 2.06019
H -4.85360 -4.76535 2.65964
```


Question: The lowest maximum force belongs to which entry?
Answer: C33H83NO9


Question: Among the records above, which one has the highest electronic energy?
Answer: C33H83NO9


Question: The lowest electronic energy belongs to which entry?
Answer: C33H80F3MgO19S


Question: Which value of maximum force does entry 1 give?
Answer: 5.695 eV/Å